The following is a quantum chemistry calculation of an isolated molecule of H4N2O2S in a non-equilibrium geometry, from the Open Molecules 2025 dataset.

The geometry in XYZ format:
```
9
H4N2O2S (ωB97M-V with the def2-TZVPD basis set)
H -1.3081 -0.7433 -1.4817
H -1.0517 1.3481 0.9863
N -0.2177 0.8578 1.0858
O 0.4143 -1.4643 -1.6527
H 1.3708 0.7510 2.0545
H 1.2394 -1.6483 -2.0051
S 0.2498 -0.3562 -0.2136
O -1.2657 -0.0331 -0.7634
N 0.5690 1.2882 1.9900
```

The HOMO energy (alpha / beta) comes out at -8.223 / -8.222 eV. The value obtained for the largest force on an atom is 4.945 eV/Å. The energy relative to the best compared isomer or geometry (same formula, charge and spin) is 374.47 kJ/mol. The calculation puts the orbital gap (alpha / beta) at 7.52 / 7.51 eV. The value obtained for the lowest unoccupied orbital energy (alpha / beta) is -0.7 / -0.7 eV.



The following is a quantum chemistry calculation of a cluster of 2 separate species, H4N2O3 in total in a non-equilibrium geometry, from the Open Molecules 2025 dataset.

The geometry in XYZ format:
```
9
H4N2O3 (ωB97M-V with the def2-TZVPD basis set)
O -1.1421 0.3864 -0.2923
O 2.5381 0.6063 0.4727
H 0.7755 -0.0905 -0.1990
H 2.1742 -1.1526 -0.3303
N -2.8928 -0.6613 0.3402
H 3.0599 1.0746 -0.1433
O -2.4219 0.4726 0.0030
H -3.8237 -0.3926 0.5696
N 1.7328 -0.2430 -0.4206
```

The HOMO energy (alpha / beta) comes out at -9.216 / -9.216 eV. The value obtained for the largest force on an atom is 3.089 eV/Å. The energy relative to the best compared isomer or geometry (same formula, charge and spin) is 187.91 kJ/mol. The calculation puts the orbital gap (alpha / beta) at 7.23 / 7.23 eV. The value obtained for the lowest unoccupied orbital energy (alpha / beta) is -2.0 / -2.0 eV.



The following is a quantum chemistry calculation of an isolated molecule of H4N2OS2 in a non-equilibrium geometry, from the Open Molecules 2025 dataset.

The geometry in XYZ format:
```
9
H4N2OS2 (ωB97M-V with the def2-TZVPD basis set)
H 1.9075 1.1914 0.9843
N 2.2228 0.7608 0.1046
S 1.4688 -0.8177 -0.1680
S -1.1086 0.5102 -0.1801
H -2.7202 -1.0007 -0.6755
H 3.1436 1.0087 -0.3124
N -2.3638 -0.5445 0.2134
O 0.2357 -0.2703 -1.1299
H -2.2233 -1.1278 1.0121
```

The HOMO energy comes out at -8.595 eV. The value obtained for the largest force on an atom is 3.127 eV/Å. The energy relative to the best compared isomer or geometry (same formula, charge and spin) is 50.38 kJ/mol. The calculation puts the orbital gap at 9.20 eV. Its SMILES is NSOSN. The value obtained for the lowest unoccupied orbital energy is 0.6 eV.



The following is a quantum chemistry calculation of a cluster of 2 separate species, H4N2S2 in total in a non-equilibrium geometry, from the Open Molecules 2025 dataset.

The geometry in XYZ format:
```
8
H4N2S2 (ωB97M-V with the def2-TZVPD basis set)
N -1.3086 -0.0098 1.7381
N -0.4285 0.1348 2.6078
H 1.1938 -0.4588 -1.2044
H -0.4197 0.9533 3.2858
H -1.7055 0.9516 1.5981
S 1.2630 -0.1055 -2.4408
S 0.5437 -1.0578 3.1177
H 1.8007 -1.1904 -2.9030
```

The HOMO energy comes out at -9.115 eV. The value obtained for the largest force on an atom is 2.465 eV/Å. The energy relative to the best compared isomer or geometry (same formula, charge and spin) is 182.95 kJ/mol. The calculation puts the orbital gap at 8.53 eV. Its SMILES is [H]/N=[NH+]/[S-].S. The value obtained for the lowest unoccupied orbital energy is -0.6 eV.



The following is a quantum chemistry calculation of a cluster of 3 separate species, H4N3O3P in total in a non-equilibrium geometry, from the Open Molecules 2025 dataset.

The geometry in XYZ format:
```
11
H4N3O3P (ωB97M-V with the def2-TZVPD basis set)
N 1.3047 0.5962 0.8725
P 2.4565 -0.5669 -0.0521
N -0.7984 -1.3256 0.8930
O 3.5438 0.4535 0.0526
N 0.7519 1.5504 0.6344
H 0.0971 -1.0041 1.3042
H -0.4436 -1.7881 0.0591
H -9.7273 4.9846 -4.0599
O 2.5793 -1.7470 0.8411
O 1.5739 -0.6254 -1.2469
H -1.3379 -0.5277 0.7019
```

As for the net charge: -2. The HOMO energy comes out at 1.659 eV. The value obtained for the largest force on an atom is 7.564 eV/Å. The energy relative to the best compared isomer or geometry (same formula, charge and spin) is 28.69 kJ/mol. The calculation puts the orbital gap at 2.79 eV. The value obtained for the lowest unoccupied orbital energy is 4.5 eV.



The following is a quantum chemistry calculation of a structure of composition H4N3P in a non-equilibrium geometry, from the Open Molecules 2025 dataset.

The geometry in XYZ format:
```
8
H4N3P (ωB97M-V with the def2-TZVPD basis set)
H 0.5822 -0.4819 -1.9624
N 0.4202 -0.3365 0.0305
H -1.8701 0.4992 0.0822
N 0.6560 -1.0920 -1.1541
H -0.5929 1.8110 0.4698
H 0.9020 -1.0946 1.6973
P -0.6476 0.8374 -0.5740
N 0.5502 -0.1425 1.4106
```

The HOMO energy (alpha / beta) comes out at -8.016 / -9.911 eV. The value obtained for the largest force on an atom is 5.274 eV/Å. The energy relative to the best compared isomer or geometry (same formula, charge and spin) is 256.92 kJ/mol. Its expectation value of S² is 2.0085. The calculation puts the orbital gap (alpha / beta) at 9.10 / 7.86 eV. Its spin multiplicity is 3. The value obtained for the lowest unoccupied orbital energy (alpha / beta) is 1.1 / -2.1 eV.



The following is a quantum chemistry calculation of a cluster of 2 separate species, H4NO2PS in total in a non-equilibrium geometry, from the Open Molecules 2025 dataset.

The geometry in XYZ format:
```
9
H4NO2PS (ωB97M-V with the def2-TZVPD basis set)
O -0.9518 -1.5382 0.1569
S -0.3598 -0.2690 -0.1451
H -1.2600 1.6618 0.6129
O -0.5634 0.3352 -1.4332
H 1.8634 -1.8896 -1.5970
N -0.8793 0.8291 1.0326
H 1.9283 0.7621 -0.5962
H -1.5455 0.3955 1.6516
P 1.7681 -0.2868 0.3176
```

The HOMO energy (alpha / beta) comes out at -10.437 / -9.725 eV. The value obtained for the largest force on an atom is 1.956 eV/Å. The energy relative to the best compared isomer or geometry (same formula, charge and spin) is 649.32 kJ/mol. The calculation puts the orbital gap (alpha / beta) at 8.65 / 8.63 eV. The value obtained for the lowest unoccupied orbital energy (alpha / beta) is -1.8 / -1.1 eV.



The following is a quantum chemistry calculation of a cluster of 2 separate species, H4NO2PS in total in a non-equilibrium geometry, from the Open Molecules 2025 dataset.

The geometry in XYZ format:
```
9
H4NO2PS (ωB97M-V with the def2-TZVPD basis set)
H -1.0801 -1.9263 0.0390
O -0.0635 1.0710 -1.0044
H -1.5940 -0.7369 -1.2919
H 0.6648 1.4734 -1.4434
N -1.3101 -0.9575 -0.2969
O 0.0002 0.6787 1.3466
P 0.1937 -0.1460 0.0079
S 3.1812 0.4548 0.4975
H 0.0077 0.0888 2.1456
```

The HOMO energy (alpha / beta) comes out at -8.875 / -8.772 eV. The value obtained for the largest force on an atom is 2.521 eV/Å. The energy relative to the best compared isomer or geometry (same formula, charge and spin) is 397.60 kJ/mol. The calculation puts the orbital gap (alpha / beta) at 6.66 / 6.68 eV. The value obtained for the lowest unoccupied orbital energy (alpha / beta) is -2.2 / -2.1 eV.



The following is a quantum chemistry calculation of a cluster of 2 separate species, H4NOPS in total in a non-equilibrium geometry, from the Open Molecules 2025 dataset.

The geometry in XYZ format:
```
8
H4NOPS (ωB97M-V with the def2-TZVPD basis set)
O 1.1564 -1.4776 0.3198
H -2.8294 1.0742 -0.7185
P 0.4813 -0.4441 -0.7204
H 0.2332 1.5012 0.3627
N 0.9727 0.9588 0.0248
H 1.7543 0.9633 0.6121
S -2.7508 -0.1244 -0.0689
H 0.9824 -2.4514 0.1884
```

The HOMO energy (alpha / beta) comes out at -8.272 / -7.576 eV. The value obtained for the largest force on an atom is 1.939 eV/Å. The energy relative to the best compared isomer or geometry (same formula, charge and spin) is 214.79 kJ/mol. The calculation puts the orbital gap (alpha / beta) at 7.40 / 6.05 eV. The value obtained for the lowest unoccupied orbital energy (alpha / beta) is -0.9 / -1.5 eV.



The following is a quantum chemistry calculation of a cluster of 2 separate species, H4NP in total in a non-equilibrium geometry, from the Open Molecules 2025 dataset.

The geometry in XYZ format:
```
6
H4NP (ωB97M-V with the def2-TZVPD basis set)
H 2.0835 0.2948 -0.3396
H -2.0482 -2.7860 -0.4638
H -0.7360 0.6997 1.2198
P -0.1134 0.2526 0.0581
N 1.4087 0.3543 0.4156
H -0.5947 1.1847 -0.8902
```

The HOMO energy (alpha / beta) comes out at -10.223 / -8.433 eV. The value obtained for the largest force on an atom is 1.455 eV/Å. The energy relative to the best compared isomer or geometry (same formula, charge and spin) is 411.07 kJ/mol. The calculation puts the orbital gap (alpha / beta) at 9.39 / 9.01 eV. The value obtained for the lowest unoccupied orbital energy (alpha / beta) is -0.8 / 0.6 eV.



The following is a quantum chemistry calculation of a cluster of 3 separate species, H4NP in total in a non-equilibrium geometry, from the Open Molecules 2025 dataset.

The geometry in XYZ format:
```
6
H4NP (ωB97M-V with the def2-TZVPD basis set)
H 0.6260 1.5794 0.8975
P 0.4880 0.6914 -0.2756
H -1.4273 -0.7300 -0.4458
N 0.0462 -0.6863 -0.0263
H -2.2850 -0.9184 -0.6477
H 0.0140 1.1476 -1.5008
```

The HOMO energy comes out at -9.393 eV. The value obtained for the largest force on an atom is 3.666 eV/Å. The energy relative to the best compared isomer or geometry (same formula, charge and spin) is 450.73 kJ/mol. The calculation puts the orbital gap at 8.21 eV. The value obtained for the lowest unoccupied orbital energy is -1.2 eV.



The following is a quantum chemistry calculation of an isolated molecule of H4NPS in a non-equilibrium geometry, from the Open Molecules 2025 dataset.

The geometry in XYZ format:
```
7
H4NPS (ωB97M-V with the def2-TZVPD basis set)
H 1.8728 0.7404 0.9684
H -1.4612 -0.4103 -1.2614
H -2.4112 -0.8169 0.6210
P -1.4121 0.2138 -0.0004
N 1.3335 0.5929 0.1383
H 1.7895 0.6046 -0.7159
S 0.2886 -0.9246 0.2500
```

The HOMO energy comes out at -9.056 eV. The value obtained for the largest force on an atom is 3.638 eV/Å. The energy relative to the best compared isomer or geometry (same formula, charge and spin) is 129.75 kJ/mol. The calculation puts the orbital gap at 9.72 eV. Its SMILES is NSP. The value obtained for the lowest unoccupied orbital energy is 0.7 eV.



Which value of energy relative to the best compared isomer or geometry (same formula, charge and spin) does entry 12 give? 129.75 kJ/mol



Which formula does entry 7 have? H4NO2PS



Look up the largest force on an atom of the third one. 3.127 eV/Å



What is the largest force on an atom in the third record? 3.127 eV/Å